1.
16
Properties=species:S:1:pos:R:3 method="wB97M-V/def2-TZVPD" lumo_energy_ev=-3.4 homo_lumo_gap_ha=0.1248 max_force_ev_per_a=1.05 e_above_lowest_kcal_mol=169.68
C 1.69 0.26 -0.88
C 0.20 0.45 -0.64
C -0.18 0.15 0.79
C -1.66 -0.43 0.88
N -2.51 0.41 0.18
N 2.15 -0.82 -0.09
H 2.22 1.18 -0.58
H 1.88 0.12 -1.96
H -0.10 1.47 -0.93
H -0.36 -0.20 -1.32
H -0.20 1.03 1.44
H 0.46 -0.61 1.23
H -1.92 -0.48 1.95
H -1.63 -1.47 0.49
H 3.16 -0.91 -0.26
H -3.21 -0.15 -0.30

2.
24
Properties=species:S:1:pos:R:3 method="wB97M-V/def2-TZVPD" lumo_energy_ev=-3.6 homo_lumo_gap_ha=0.3652 max_force_ev_per_a=4.86 charge=+1 e_above_lowest_kcal_mol=75.36
C -1.99 1.08 0.53
C -1.44 -0.29 0.38
C -2.51 -1.38 0.03
C -0.46 -0.39 -0.86
N 0.67 0.49 -0.55
C 1.97 0.86 -1.27
C 1.91 0.05 0.00
N 2.22 0.74 1.38
S 2.59 -1.61 -0.06
H -2.60 1.05 1.49
H -1.18 1.72 0.72
H -2.64 1.49 -0.21
H -0.68 -0.61 1.17
H -3.10 -0.96 -0.78
H -3.15 -1.39 0.95
H -2.03 -2.24 -0.26
H -0.18 -1.39 -1.20
H -0.90 0.13 -1.59
H 2.08 1.93 -1.27
H 1.93 0.41 -2.22
H 1.41 0.49 2.14
H 2.00 1.80 1.27
H 3.21 0.69 1.69
H 3.84 -1.42 -0.71